Below is a structure of composition C6H14O2 at a distorted geometry, with properties calculated with ωB97M-V/def2-TZVPD.

Cartesian coordinates (Å):
C -0.369 -0.175 -0.725
H -1.930 0.976 1.000
C 0.517 0.364 0.247
C -2.899 -0.823 0.313
H 0.796 2.246 -0.769
H -2.365 1.032 -0.696
H -0.358 0.303 -1.700
H -0.436 -1.257 -0.777
H 1.831 -2.046 0.842
H 3.968 -0.474 -0.028
H -2.537 -1.439 1.138
H 0.423 -0.064 1.245
C 2.067 -0.627 -0.446
H 1.849 1.974 0.622
H -2.921 -1.451 -0.581
O 1.974 -1.983 -0.111
H 0.155 2.380 0.883
O 3.147 -0.010 0.197
H 2.180 -0.595 -1.537
C 0.839 1.832 0.237
H -3.928 -0.540 0.552
C -2.003 0.376 0.094

Calculated values
Orbital gap ... 9.0 eV
HOMO energy ... -8.09 eV
Total energy ... -10541.3775 eV

Below is a cluster of 2 separate species, C15H17N2O7 in total at a distorted geometry, with properties calculated with ωB97M-V/def2-TZVPD.

Cartesian coordinates (Å):
C 1.501 0.502 -1.113
H 4.521 2.190 -1.380
C 1.527 1.709 -0.262
H -3.761 -1.612 0.682
C 0.336 2.650 -0.292
O -0.855 2.045 -0.508
C -0.142 -2.905 0.120
C -0.324 -1.668 0.793
C -1.656 -1.161 0.908
H -1.943 3.657 0.244
H -1.806 -0.170 1.345
H -3.238 1.587 -1.632
C 1.945 -1.544 1.722
O 4.042 -1.313 2.669
H -1.094 -4.624 -0.780
H 2.147 -2.605 1.532
H -3.344 1.579 0.144
N -3.631 -3.831 -0.730
C 4.105 1.748 -0.456
C -1.225 -3.650 -0.326
H 4.804 1.976 0.365
C 0.792 -0.925 1.335
H 0.479 0.087 -1.110
O 0.332 3.871 -0.185
H 1.820 0.797 -2.125
C -1.933 3.005 -0.636
H 4.032 0.660 -0.560
N 2.984 -0.775 2.233
C -3.221 2.218 -0.737
H 0.876 -3.252 -0.073
H -4.084 2.895 -0.792
C -2.522 -3.142 -0.165
O -3.426 -4.887 -1.372
C -2.737 -1.919 0.502
O 2.852 3.719 -0.046
H -1.769 3.609 -1.539
H 2.165 -0.293 -0.751
O -4.767 -3.325 -0.562
C 2.785 2.497 -0.199
H 0.602 0.121 1.555
O 2.831 0.478 2.180

Calculated values
Orbital gap ... 3.7 eV
HOMO energy ... -3.25 eV
Net charge ... -1
Total energy ... -33137.6236 eV

Below is a structure of composition C38H47BIrN9S3 at a distorted geometry, with properties calculated with ωB97M-V/def2-TZVPD.

Cartesian coordinates (Å):
C -3.196 -0.323 -1.199
S 2.399 -0.397 -0.278
N 0.439 2.699 1.977
H 6.178 2.687 -2.076
H -1.882 0.329 -5.243
H -6.642 2.207 -3.989
C 0.523 -0.593 -3.218
N -2.271 -0.474 -0.172
H -3.512 5.083 -0.566
N 2.048 -1.203 3.329
C 5.458 0.102 -1.421
C 4.651 1.128 -2.214
H 3.514 -0.525 -3.026
H -1.897 4.401 -0.812
C -3.862 4.285 2.019
S -0.429 2.245 -0.574
C 3.769 3.201 -1.049
C 0.100 -0.286 -4.533
H -5.419 -0.540 -1.241
N 3.744 1.833 -1.262
H 2.352 -3.384 1.830
H -0.445 -2.214 4.063
C -3.562 2.489 0.344
C -2.900 3.713 0.979
H 4.330 3.878 -1.659
C 2.518 -3.557 2.895
H -4.513 2.798 -0.094
C -1.303 3.627 2.963
B 1.903 2.202 1.902
C -4.500 -0.557 -0.681
H 2.804 4.379 0.536
C 2.897 1.269 -0.354
C 0.196 -2.890 3.497
C -4.912 1.163 -3.266
H 0.707 -0.308 -5.424
C -1.594 -0.123 -3.069
C -4.353 -0.852 0.650
H -4.067 3.565 2.813
N -1.623 3.329 1.648
C 1.966 -2.754 5.221
C 1.360 -0.247 2.669
C 3.399 0.514 3.053
H 6.090 0.598 -0.682
C -2.590 4.785 -0.064
H 5.116 2.839 -3.496
H 2.232 -4.582 3.129
C -4.012 0.120 -3.476
H -3.496 5.214 2.458
H -4.770 1.821 -2.419
H -2.482 -0.976 1.856
C -2.969 -0.795 0.916
H 4.214 1.213 3.019
H 2.547 2.959 2.589
C -7.209 0.773 -6.166
H 4.512 0.322 -4.206
H 0.950 -2.647 0.163
H 3.008 1.059 -3.633
H 6.101 -0.454 -2.105
C -0.027 -2.374 -0.252
N 2.519 2.255 0.487
H 4.801 -0.604 -0.912
N -0.457 -0.457 -2.340
H -5.128 -1.096 1.358
H -0.807 -2.822 0.372
H -4.803 4.505 1.517
H 1.489 -0.916 -2.876
C -0.539 2.773 1.052
C 3.007 3.455 0.028
H 6.341 1.575 -3.430
H -2.152 5.666 0.409
H 1.670 -3.755 5.532
H -5.399 -1.178 -6.290
C 1.672 -2.591 3.725
C -2.875 -0.088 -2.539
C 3.866 0.454 -3.338
N 2.165 0.804 2.507
H 1.393 -2.030 5.801
H -3.525 -1.552 -4.719
C -6.133 0.542 -5.238
C 5.622 2.135 -2.834
H -0.108 -2.803 -1.254
C -0.033 3.234 3.157
H 4.089 -1.308 4.055
C -1.231 0.030 -4.440
C 3.335 -0.729 3.560
H 3.021 -2.633 5.461
N -8.064 0.957 -6.910
H 3.582 -3.442 3.103
C -5.253 -0.518 -5.446
H -0.079 -2.823 2.445
H -3.760 1.720 1.096
H -1.995 4.066 3.651
Ir -0.218 -0.306 -0.312
C -5.959 1.382 -4.142
C -4.199 -0.719 -4.573
S -0.261 -0.269 2.100
H 0.020 -3.909 3.842
H 0.577 3.272 4.041
H -2.939 2.053 -0.435

Calculated values
Orbital gap ... 6.6 eV
HOMO energy ... -7.15 eV
Total energy ... -89606.7019 eV

no.,E_LUMO (eV)
1,0.864
2,0.437
3,-0.522